{"formula": "C30H71NO2P", "method": "ωB97M-V with the def2-TZVPD basis set", "charge": 1, "homo_lumo_gap_ev": 7.8, "homo_energy_ev": -11.9, "relative_energy_ev": 0.0000, "lumo_ev": -4.1, "elements": ["H", "H", "H", "C", "H", "H", "H", "H", "H", "C", "H", "C", "C", "H", "H", "C", "H", "H", "H", "H", "H", "C", "H", "C", "H", "H", "H", "C", "H", "C", "O", "C", "H", "H", "H", "H", "H", "O", "H", "H", "H", "H", "H", "H", "C", "H", "H", "C", "H", "H", "H", "H", "C", "H", "C", "C", "P", "C", "C", "H", "H", "C", "H", "H", "C", "H", "H", "C", "H", "C", "H", "H", "H", "H", "H", "H", "H", "H", "C", "N", "H", "H", "C", "H", "C", "C", "C", "H", "H", "H", "H", "H", "H", "H", "H", "C", "C", "C", "H", "H", "H", "C", "H", "H", "H"], "xyz": [[4.82470, 1.87567, -2.46028], [-6.91262, 2.03696, 1.78238], [5.76432, -3.51828, -3.37969], [-9.64632, 2.03068, -1.30820], [-1.30153, 3.26302, 7.26071], [-0.36737, 4.25692, 8.37734], [-3.70242, 1.86033, 2.93581], [-4.67296, 0.70073, 0.96228], [-10.22933, 2.45199, -2.13303], [2.94599, 1.88040, -1.35013], [2.11044, 0.23466, -0.25279], [-1.52714, 1.78160, -2.01197], [-1.01864, 1.60863, -0.58456], [-7.68673, 3.48867, 1.14700], [-0.88159, 2.62729, 4.66376], [-7.63929, 2.40152, 1.05424], [5.85082, -5.22402, -0.38157], [0.13305, 2.47612, 2.38652], [0.45256, 4.21113, 2.40150], [-6.24547, 2.36698, -0.57786], [-1.43521, 4.86551, 5.60499], [-0.33077, 3.36514, 7.74818], [1.58829, 4.72700, 5.18136], [3.75522, -0.55626, -1.39394], [6.54950, -7.39716, -0.95793], [1.16777, -1.67086, -3.46905], [4.79664, -0.28920, -1.60477], [-1.34373, 0.24339, 0.02013], [-8.20415, 3.61606, -1.39987], [-9.80767, 0.51123, -1.31447], [1.88873, -6.54286, -3.82036], [4.11701, -5.76337, -2.32537], [-10.09021, 2.43126, -0.39312], [-9.28487, 0.07732, -0.45725], [-3.28647, -0.15412, -0.84346], [-1.72038, 3.65542, 3.52926], [-2.07603, 1.45900, 2.40943], [2.89075, -5.07862, -2.45737], [-0.51676, 5.64573, 4.34218], [-0.87297, 0.17381, 1.00529], [-3.56499, 1.94876, 0.45368], [9.15929, -4.96781, -3.27794], [-0.20126, 2.50192, 8.40181], [4.10527, 3.46637, -2.26945], [7.12281, -7.33028, -1.88557], [-9.83905, 0.25338, -3.46768], [6.43406, -7.14162, -2.71412], [8.24879, -6.27850, -1.83179], [4.17815, -3.79982, -0.72180], [3.06168, -0.04614, -3.37235], [-8.61350, 2.00067, 1.33749], [1.30385, 3.14381, 3.51911], [-0.55929, 4.74503, 4.96262], [8.32028, -5.85163, -0.82716], [7.67820, -3.77911, -2.33423], [-9.31503, -0.14910, -2.59810], [5.12338, -4.58011, -1.37745], [0.34256, 3.32904, 3.03665], [-3.61595, 0.97806, 0.95518], [1.75823, 3.50311, 7.26347], [-7.81084, 2.25542, -2.42091], [-3.11394, 1.12408, 2.38693], [4.04543, -6.71506, -1.78878], [8.11863, -2.98218, -2.93685], [1.62166, -1.39870, -2.51570], [-7.18802, 0.90367, -0.42492], [-3.17602, 0.17716, 2.92782], [4.26872, 2.51245, -1.76888], [1.58714, -2.27744, -1.86531], [8.16541, -5.13460, -2.86250], [0.06787, 1.74336, -0.57356], [4.60438, -5.93342, -3.29252], [0.99401, -0.62995, -2.06338], [-9.48362, -1.22640, -2.57711], [-2.95284, -1.04069, 0.62463], [-1.23910, 2.75163, -2.41863], [-2.61481, 1.71635, -2.06362], [-8.24647, 0.01211, -2.75070], [-7.25131, 1.99436, -0.36364], [2.13375, -5.43696, -3.76997], [9.19536, -6.79456, -1.99001], [4.90380, 2.69766, -0.90002], [-0.77263, 3.53220, 4.05900], [-1.42286, 2.40343, 0.04788], [3.09722, 0.56475, -0.59006], [0.80333, 3.46408, 6.73315], [-8.20297, 2.52213, -1.43574], [3.63376, -1.68685, -3.22030], [5.96969, -2.49748, -1.95966], [0.83194, 2.55239, 6.12886], [7.52392, -8.32928, -2.05242], [-0.87895, -0.53874, -0.59141], [2.31143, 1.72902, -2.22822], [7.54354, -5.44460, -3.71102], [8.04900, -3.62160, -1.31691], [0.70416, 4.68816, 5.82379], [6.16693, -3.49597, -2.36282], [3.05399, -0.91080, -2.70517], [3.78920, -1.45480, -0.75937], [-10.86488, 0.27471, -1.17173], [3.68192, 0.73894, 0.31802], [-2.83846, -0.06118, 0.14953], [0.74311, 5.59111, 6.44070], [-1.11726, 1.00912, -2.66833], [2.40296, 2.57754, -0.70778]], "forces_ev_per_a": [[0.002, -0.002, -0.003], [0.007, 0.007, 0.000], [0.003, -0.005, 0.019], [0.002, 0.007, -0.004], [-0.003, 0.000, -0.002], [-0.013, 0.008, -0.005], [-0.008, -0.014, 0.015], [0.000, -0.002, 0.003], [-0.006, -0.006, -0.001], [-0.030, 0.046, 0.042], [0.001, -0.005, 0.006], [0.006, 0.014, 0.029], [0.065, -0.032, -0.061], [-0.018, 0.003, 0.000], [-0.019, 0.005, 0.012], [0.015, -0.028, -0.016], [0.113, -0.045, 0.041], [-0.004, 0.005, -0.007], [0.015, 0.008, 0.005], [0.006, -0.014, -0.006], [0.004, 0.001, 0.008], [0.018, -0.014, -0.019], [-0.004, 0.003, -0.009], [0.106, -0.118, -0.009], [-0.020, 0.052, -0.019], [0.003, -0.007, -0.002], [0.000, 0.026, 0.003], [0.009, -0.016, 0.007], [0.006, 0.001, 0.005], [-0.003, -0.009, -0.023], [0.244, 0.046, -0.129], [-0.258, -0.233, 0.023], [0.008, 0.006, 0.003], [-0.006, 0.007, 0.013], [0.020, 0.008, -0.012], [-0.012, -0.004, 0.014], [0.005, -0.013, 0.044], [0.320, 0.266, -0.164], [-0.004, -0.003, -0.007], [-0.001, -0.017, 0.004], [-0.025, 0.000, -0.017], [-0.015, -0.005, 0.028], [0.006, 0.003, 0.007], [-0.001, 0.006, 0.005], [0.011, 0.002, -0.021], [0.011, 0.010, -0.008], [0.014, -0.022, 0.030], [0.029, -0.054, -0.009], [-0.067, 0.000, 0.141], [0.023, 0.003, -0.006], [-0.004, 0.000, -0.001], [0.003, 0.002, 0.003], [0.017, 0.005, 0.008], [0.035, -0.017, -0.012], [0.035, 0.068, 0.004], [-0.001, -0.002, 0.029], [-0.095, 0.104, 0.022], [-0.022, -0.028, 0.018], [-0.018, -0.037, 0.030], [0.000, -0.009, 0.005], [-0.008, -0.004, -0.004], [-0.050, 0.072, -0.027], [-0.007, 0.038, -0.032], [-0.010, -0.023, 0.023], [0.017, 0.011, -0.010], [0.004, -0.005, -0.020], [0.019, -0.015, -0.016], [-0.017, -0.044, -0.009], [-0.003, 0.010, 0.013], [-0.143, 0.006, -0.035], [-0.007, 0.019, 0.007], [0.005, -0.050, 0.049], [0.008, 0.006, -0.007], [-0.009, -0.001, -0.003], [-0.014, 0.004, 0.008], [0.008, -0.001, -0.004], [-0.004, -0.007, 0.000], [0.003, 0.002, 0.000], [0.042, 0.025, 0.039], [-0.390, -0.150, 0.128], [-0.021, 0.026, 0.047], [0.010, -0.011, -0.001], [0.025, 0.011, -0.077], [0.007, -0.004, 0.018], [-0.070, -0.012, 0.008], [-0.008, 0.003, 0.022], [-0.010, 0.003, -0.003], [-0.007, 0.004, -0.019], [-0.011, -0.005, -0.104], [0.011, 0.001, -0.010], [-0.017, 0.029, -0.016], [-0.008, 0.009, -0.009], [-0.013, 0.018, -0.001], [0.069, 0.021, -0.017], [0.002, -0.016, -0.041], [-0.003, 0.005, -0.003], [0.113, 0.066, 0.039], [-0.032, -0.045, 0.025], [-0.006, 0.020, 0.018], [0.000, -0.011, 0.002], [0.018, 0.003, -0.011], [0.018, 0.021, -0.008], [0.004, -0.003, 0.007], [-0.017, -0.011, -0.003], [0.000, 0.024, -0.020]]}